Formula: C37H43MoNO2P
Source: the Open Molecules 2025 dataset
Level of theory: the ωB97M-V functional and the def2-TZVPD basis

LUMO energy (alpha / beta) = -0.104 / -0.128 Eh
Kohn-Sham gap (alpha / beta) = 6.68 / 7.24 eV
Net charge = +1
Calculated total energy = -2050.1660 hartree
Spin multiplicity = 3
Molar mass = 660.67 u

Element x y z (Å)
O1 -0.3985 -0.1974 -4.2603
C1 -0.6609 1.0401 -5.0331
C2 0.0204 0.5292 -6.2849
H1 -0.1122 1.9192 -4.6722
H2 -1.7426 1.2247 -5.0927
C3 -0.0760 -0.8324 -5.5557
H3 1.0607 0.8888 -6.3101
H4 -0.4899 0.6925 -7.2330
C4 1.2194 -1.5951 -5.5489
H5 2.0528 -0.8807 -5.4987
H6 1.3038 -2.1531 -6.4880
H7 1.2754 -2.3082 -4.7226
C5 -1.2564 -1.6350 -6.1006
H8 -2.0698 -0.9568 -6.3770
H9 -1.6622 -2.3496 -5.3780
H10 -0.9664 -2.1951 -6.9982
Mo1 -0.3506 -0.4614 -0.4727
C6 -2.5312 -0.1487 0.4060
C7 -2.1728 1.0320 -0.3100
C8 -1.8909 0.6644 -1.6633
H11 -2.2033 2.0576 0.0457
C9 -2.1604 -0.7323 -1.8103
C10 -2.5761 -1.2425 -0.5374
H12 -2.9711 -2.2284 -0.3779
H13 -2.8606 -0.1950 1.4417
H14 -1.6786 1.3495 -2.4791
H15 -2.1529 -1.2662 -2.7606
C11 1.5189 -2.2778 0.4033
C12 0.3981 -2.6435 -0.4367
C13 0.6457 -2.0380 -1.7298
H16 -0.3761 -3.4026 -0.2413
C14 1.8642 -1.2808 -1.6382
C15 2.3769 -1.4316 -0.3295
H17 3.3350 -1.0427 0.0015
H18 1.7548 -2.7145 1.3765
H19 0.1078 -2.2514 -2.6432
H20 2.3925 -0.8665 -2.4979
O2 2.3795 1.7353 -4.1681
C16 1.7371 1.6595 -2.8659
C17 0.7030 2.7810 -2.7271
H21 2.5309 1.7473 -2.0882
H22 1.2719 0.6579 -2.7683
C18 1.2729 3.8583 -3.6702
H23 0.5853 3.0783 -1.6737
H24 -0.2884 2.4885 -3.0831
C19 2.3194 3.1307 -4.5635
H25 1.7964 4.5975 -3.0627
H26 0.5015 4.3923 -4.2592
H27 3.3216 3.5602 -4.4358
H28 2.0182 3.2010 -5.6229
N1 0.3025 0.4082 1.0073
P1 0.4870 0.5792 2.5990
C20 -0.8210 -0.2822 3.5056
C21 -1.8965 0.4148 4.0963
C22 -2.9065 -0.2806 4.7713
C23 -2.8632 -1.6749 4.8900
C24 -1.8225 -2.3652 4.2680
C25 -0.8470 -1.6843 3.5391
C26 2.0973 -0.0250 3.1638
C27 2.2759 -0.8046 4.3246
C28 3.5654 -1.1339 4.7730
C29 4.6977 -0.6468 4.1015
C30 4.5249 0.1313 2.9504
C31 3.2410 0.4310 2.4826
C32 0.3906 2.2989 3.1336
C33 0.6440 2.6483 4.4760
C34 0.5680 3.9849 4.8851
C35 0.2278 4.9888 3.9694
C36 -0.0679 4.6356 2.6485
C37 0.0255 3.3038 2.2283
H29 -1.9363 1.5051 4.0329
H30 -3.7205 0.2742 5.2447
H31 -3.6109 -2.2107 5.4871
H32 -1.7447 -3.4476 4.3824
H33 -0.0811 -2.2528 3.0139
H34 1.4110 -1.1035 4.9276
H35 3.6948 -1.7227 5.6849
H36 5.6965 -0.8346 4.4974
H37 5.3924 0.5269 2.4234
H38 3.1113 1.0325 1.5771
H39 0.8846 1.8741 5.2098
H40 0.7718 4.2446 5.9263
H41 0.1901 6.0357 4.2871
H42 -0.3657 5.4055 1.9367
H43 -0.1718 3.0353 1.1911

---

Formula: C4H11GdO3
Source: the Open Molecules 2025 dataset
Level of theory: the ωB97M-V functional and the def2-TZVPD basis

LUMO energy (alpha / beta) = 0.018 / 0.002 Eh
Kohn-Sham gap (alpha / beta) = 4.62 / 9.12 eV
Net charge = 0
Calculated total energy = -1150.1613 hartree
Spin multiplicity = 8
Molar mass = 264.38 u
Relative energy (zero: lowest compared OMol25 entry of this formula, charge and spin) = 114.8 kJ/mol

Element x y z (Å)
C1 2.9389 1.5092 -2.2455
O1 0.1078 -0.2320 -0.4270
C2 -0.3637 0.5369 0.6214
C3 -1.6896 0.0033 1.1445
O2 -1.5237 -1.3944 1.3506
C4 -2.6669 -2.0459 1.8597
Gd1 -0.0193 -2.3855 -0.5310
H1 2.6397 0.5890 -2.7726
H2 2.0912 2.2063 -2.2311
H3 3.2303 1.2698 -1.2098
H4 -0.5324 1.5970 0.3376
H5 0.3516 0.5641 1.4728
H6 -2.4938 0.1617 0.4029
H7 -1.9808 0.4897 2.0913
H8 -2.4430 -3.1187 1.9064
H9 -2.9031 -1.6750 2.8692
H10 -3.5364 -1.8846 1.2017
O3 4.0024 2.1788 -2.9352
H11 4.7908 1.6305 -2.9061

---

Formula: C42H30BrN5OP2ReSe2
Source: the Open Molecules 2025 dataset
Level of theory: the ωB97M-V functional and the def2-TZVPD basis

LUMO energy (alpha / beta) = -0.288 / -0.275 Eh
Kohn-Sham gap (alpha / beta) = 4.08 / 4.44 eV
Net charge = +2
Calculated total energy = -10104.9252 hartree
Spin multiplicity = 2
Molar mass = 1106.72 u
Relative energy (zero: lowest compared OMol25 entry of this formula, charge and spin) = 119.7 kJ/mol

Element x y z (Å)
Re1 0.1222 -0.2113 0.1172
Br1 4.9959 -3.6279 4.4416
C1 4.0245 -2.6886 3.1409
C2 4.4632 -2.7015 1.8069
C3 3.7752 -2.0161 0.8328
C4 2.6141 -1.3224 1.1649
O1 1.9628 -0.6497 0.2020
C5 2.1607 -1.3009 2.5029
C6 1.0923 -0.4571 2.9057
N1 0.2410 0.1238 2.0995
C7 -0.4991 1.2663 2.5505
C8 -0.9956 1.5084 3.7987
C9 -1.6431 2.7370 4.0543
C10 -1.7737 3.6860 3.0773
C11 -1.2819 3.4376 1.7735
C12 -1.4081 4.3205 0.6808
C13 -0.9367 3.9539 -0.5573
C14 -0.3620 2.6953 -0.7268
N2 -0.2218 1.8379 0.2805
C15 -0.6605 2.2105 1.5272
C16 2.9060 -1.9814 3.4893
H1 5.3590 -3.2514 1.5516
H2 4.1131 -2.0073 -0.1949
H3 1.0372 -0.1936 3.9583
H4 -0.9139 0.7747 4.5911
H5 -2.0367 2.9231 5.0438
H6 -2.2661 4.6266 3.2867
H7 -1.8847 5.2832 0.8228
H8 -1.0226 4.6123 -1.4092
H9 -0.0183 2.3607 -1.6975
H10 2.5829 -1.9456 4.5220
Se1 -6.9493 -0.0151 -1.3440
P1 -5.8797 -1.3364 -0.1438
C17 -5.8855 -3.0500 -0.7432
C18 -6.1998 -3.2691 -2.0850
C19 -6.3721 -4.5599 -2.5553
C20 -6.2366 -5.6406 -1.6924
C21 -5.9183 -5.4311 -0.3578
C22 -5.7516 -4.1383 0.1195
C23 -6.3934 -1.4496 1.5903
C24 -5.6350 -0.9604 2.6491
C25 -6.1210 -1.0445 3.9477
C26 -7.3657 -1.6049 4.1916
C27 -8.1344 -2.0773 3.1346
C28 -7.6540 -1.9962 1.8387
C29 -4.1344 -0.7877 -0.0241
C30 -2.8712 -1.3160 -0.1961
N3 -1.9809 -0.2996 0.0469
N4 -2.7076 0.7980 0.3409
N5 -3.9639 0.5270 0.2863
P2 -2.2126 -2.9012 -0.6368
Se2 -0.0717 -2.4263 -0.9665
C31 -2.3148 -4.0482 0.7243
C32 -1.6466 -5.2724 0.6426
C33 -1.7243 -6.1611 1.7002
C34 -2.4508 -5.8273 2.8387
C35 -3.0925 -4.6002 2.9282
C36 -3.0240 -3.7033 1.8727
C37 -2.8333 -3.5114 -2.1875
C38 -3.0071 -4.8734 -2.4095
C39 -3.3140 -5.3147 -3.6888
C40 -3.4611 -4.4044 -4.7234
C41 -3.3150 -3.0396 -4.4902
C42 -2.9880 -2.5883 -3.2260
H11 -6.3551 -2.4196 -2.7389
H12 -6.6386 -4.7222 -3.5915
H13 -6.4009 -6.6468 -2.0575
H14 -5.8374 -6.2695 0.3222
H15 -5.5667 -3.9830 1.1744
H16 -4.6760 -0.4913 2.4705
H17 -5.5324 -0.6560 4.7688
H18 -7.7452 -1.6629 5.2032
H19 -9.1124 -2.5005 3.3197
H20 -8.2626 -2.3516 1.0153
H21 -1.0606 -5.5277 -0.2326
H22 -1.2153 -7.1134 1.6403
H23 -2.5097 -6.5280 3.6610
H24 -3.6562 -4.3390 3.8141
H25 -3.5389 -2.7532 1.9431
H26 -2.9234 -5.5841 -1.5994
H27 -3.4493 -6.3723 -3.8710
H28 -3.7004 -4.7559 -5.7184
H29 -3.4493 -2.3318 -5.2968
H30 -2.8630 -1.5268 -3.0446

---

Formula: C3H4N2O
Source: the Open Molecules 2025 dataset
Level of theory: the ωB97M-V functional and the def2-TZVPD basis

LUMO energy = 0.028 Eh
Kohn-Sham gap = 11.74 eV
Net charge = 0
Calculated total energy = -301.4328 hartree
Molar mass = 84.08 u
Relative energy (zero: lowest compared OMol25 entry of this formula, charge and spin) = 142.9 kJ/mol
SMILES string = [H]/N=C/OCC#N

Element x y z (Å)
N1 1.7724 0.1931 -0.5393
C1 1.2657 -0.4325 0.4327
O1 -0.0344 -0.3447 0.7761
C2 -0.8509 0.4719 -0.0547
C3 -2.1738 -0.1600 -0.1587
N2 -3.2188 -0.6441 -0.2587
H1 2.7597 -0.0287 -0.6361
H2 1.7650 -1.1164 1.1232
H3 -0.4022 0.5793 -1.0461
H4 -0.9496 1.4683 0.3910

---

Formula: C38H33CoFN4O4P
Source: the Open Molecules 2025 dataset
Level of theory: the ωB97M-V functional and the def2-TZVPD basis

LUMO energy (alpha / beta) = -0.096 / -0.097 Eh
Kohn-Sham gap (alpha / beta) = 7.75 / 8.47 eV
Net charge = +1
Calculated total energy = -3811.8081 hartree
Spin multiplicity = 2
Molar mass = 718.61 u
Relative energy (zero: lowest compared OMol25 entry of this formula, charge and spin) = 28.0 kJ/mol

Element x y z (Å)
Co1 0.2195 -1.1690 1.7351
N1 1.2438 0.1180 2.9214
C1 1.2593 1.5165 2.4781
C2 2.2397 2.3709 2.9625
C3 2.2494 3.6998 2.5728
C4 1.2566 4.1851 1.7262
C5 0.2712 3.3292 1.2640
C6 0.2837 1.9745 1.6058
P1 -0.9823 0.7744 1.1070
C7 -2.5172 1.5601 1.7375
C8 -3.6708 1.6491 0.9649
C9 -4.8195 2.2441 1.4790
C10 -4.8279 2.7556 2.7662
C11 -3.6813 2.6692 3.5479
C12 -2.5376 2.0748 3.0365
C13 -1.1528 0.7878 -0.6934
C14 -1.9020 -0.2715 -1.2093
C15 -2.0995 -0.3940 -2.5765
C16 -1.5361 0.5380 -3.4399
C17 -0.7745 1.5846 -2.9347
C18 -0.5817 1.7113 -1.5646
H1 2.1771 -0.2706 2.8112
H2 1.0210 0.0918 3.9135
H3 2.9946 1.9945 3.6439
H4 3.0215 4.3616 2.9435
H5 1.2466 5.2295 1.4422
H6 -0.5303 3.7170 0.6459
H7 -3.6842 1.2614 -0.0455
H8 -5.7076 2.3112 0.8635
H9 -5.7197 3.2279 3.1593
H10 -3.6762 3.0748 4.5519
H11 -1.6433 2.0437 3.6521
H12 -2.3144 -1.0208 -0.5413
H13 -2.6762 -1.2248 -2.9628
H14 -1.6936 0.4496 -4.5079
H15 -0.3348 2.3139 -3.6044
H16 0.0353 2.5176 -1.1916
C19 1.0532 -1.9747 -5.5160
C20 2.0956 -1.0606 -4.9063
C21 2.1391 0.3007 -5.5724
C22 3.3175 1.0972 -5.0399
C23 3.2972 1.1407 -3.5303
C24 3.9411 2.1449 -2.8486
C25 3.8930 2.1983 -1.4566
F1 4.5318 3.2064 -0.8428
C26 3.2101 1.2834 -0.7180
C27 2.5354 0.2518 -1.3895
C28 1.7256 -0.6883 -0.6352
O1 1.7296 -0.6130 0.6399
C29 0.9768 -1.6202 -1.3569
C30 1.1191 -1.6667 -2.7250
N2 1.8911 -0.8527 -3.4355
C31 2.5896 0.1736 -2.7838
C32 0.0124 -2.5963 -0.7568
O2 -0.4698 -3.4661 -1.4579
O3 -0.2719 -2.4670 0.5065
H17 1.2327 -2.0157 -6.5900
H18 0.0411 -1.5927 -5.3563
H19 1.1063 -2.9951 -5.1395
H20 3.0817 -1.5223 -5.0123
H21 1.1973 0.8223 -5.3703
H22 2.2191 0.1644 -6.6504
H23 3.3134 2.1152 -5.4286
H24 4.2495 0.6348 -5.3778
H25 4.4827 2.9128 -3.3890
H26 3.1654 1.3518 0.3603
H27 0.5673 -2.4283 -3.2539
N3 -1.3321 -6.1969 3.0848
C33 -1.5349 -5.5399 4.2551
O4 -1.6702 -6.0877 5.3274
C34 -1.5739 -4.0384 4.1713
C35 -2.3710 -3.3321 5.0595
C36 -2.3845 -1.9498 4.9999
C37 -1.5838 -1.3151 4.0673
N4 -0.7881 -1.9908 3.2358
C38 -0.7937 -3.3300 3.2831
H28 -1.3195 -7.2027 3.1069
H29 -1.3827 -5.7344 2.1940
H30 -2.9683 -3.8783 5.7787
H31 -3.0073 -1.3619 5.6600
H32 -1.5741 -0.2377 3.9744
H33 -0.1447 -3.8298 2.5749

---

Q: What is the calculated total energy in the second record?
A: -1150.1613 hartree